<A>
Molecular formula: C2H5N3OS
Method: DFT, ωB97M-V/def2-TZVPD

Output
E_LUMO   0.33 eV
Molecular weight   119.1 g mol⁻¹
Orbital gap   9.741 eV
Charge   0

Last column: natural (NBO) charge in e.
CARTESIAN COORDINATES (ANGSTROEM)
S  1.0730  -0.9151  -0.2721  0.55
O  1.7240  1.5273  0.2202  -0.57
N  -0.3671  -0.2128  -0.8125  -0.80
N  -1.3017  -0.5287  1.2567  -0.74
N  -2.5613  0.6880  -0.3544  -0.83
C  2.0630  0.3063  0.2810  0.12
C  -1.4033  0.0270  0.0847  0.55
H  -3.4883  0.1613  0.1711  0.41
H  -2.5207  0.5100  -1.5105  0.39
H  -2.1254  -0.2155  1.7996  0.33
H  2.9054  -0.1773  0.8165  0.16
H  -0.0793  0.5193  -1.5073  0.42

<B>
Molecular formula: C2H5N3OS
Method: DFT, ωB97M-V/def2-TZVPD

Output
E_LUMO   0.46 eV
Molecular weight   119.1 g mol⁻¹
Orbital gap   9.080 eV
Charge   0

Last column: natural (NBO) charge in e.
CARTESIAN COORDINATES (ANGSTROEM)
S  -0.6559  -0.3724  -0.7763  0.03
O  0.9897  -2.1104  0.9180  -0.56
N  0.7706  1.9033  -0.6789  -0.27
N  -0.3318  -2.3187  1.2632  -0.15
N  -0.3512  2.6845  -1.0768  -0.66
C  0.7816  0.6860  -0.3970  -0.10
C  -1.1429  -1.7736  0.5415  0.00
H  -0.2381  3.6619  -1.0787  0.38
H  -1.2547  2.2053  -0.4834  0.36
H  1.6470  -2.6543  1.5787  0.50
H  1.9749  0.1725  -0.1538  0.22
H  -2.1892  -2.0841  0.3436  0.23

Relative energies in eV: <A> 0.000; <B> 3.655

<A>
Molecular formula: C2H5N3OS
Method: DFT, ωB97M-V/def2-TZVPD

Output
E_LUMO   0.46 eV
Molecular weight   119.1 g mol⁻¹
Orbital gap   8.901 eV
Charge   0

Last column: natural (NBO) charge in e.
CARTESIAN COORDINATES (ANGSTROEM)
S  1.9406  -1.6634  -0.2990  -0.13
O  -1.1613  -1.7630  0.7257  -0.58
N  2.0837  0.8875  0.2558  -0.81
N  -2.3000  -0.1095  -0.4160  -0.85
N  0.0079  0.1753  -0.0478  -0.67
C  -1.1330  -0.6810  0.1216  0.80
C  1.3108  -0.1906  -0.0242  0.25
H  1.7710  1.7038  0.7951  0.39
H  -2.2713  0.5464  -1.1235  0.38
H  -3.1720  -0.6393  -0.2977  0.41
H  -0.1344  1.1386  -0.2218  0.40
H  3.0581  0.5952  0.5318  0.42

<B>
Molecular formula: C2H5N3OS
Method: DFT, ωB97M-V/def2-TZVPD

Output
E_LUMO   0.45 eV
Molecular weight   119.1 g mol⁻¹
Orbital gap   9.194 eV
Charge   0

Last column: natural (NBO) charge in e.
CARTESIAN COORDINATES (ANGSTROEM)
S  -2.1128  -1.4051  -0.3394  -0.11
O  -0.6448  0.6066  0.0956  -0.49
N  0.4825  -1.2861  -0.9180  -0.82
N  2.6812  1.7734  0.8341  -0.65
N  1.5733  0.9751  0.3891  -0.33
C  -0.6684  -0.6890  -0.3009  0.35
C  0.4116  1.3956  0.3888  0.36
H  1.3914  -1.0334  -0.6480  0.41
H  3.2172  1.2335  1.7608  0.39
H  2.2370  2.8813  1.1193  0.32
H  0.3058  -2.3278  -1.1382  0.42
H  0.1945  2.3979  0.9074  0.16

Relative energies in eV: <A> 0.000; <B> 3.771

<A>
Molecular formula: C47H64CsN10O3S2Te
Method: DFT, ωB97M-V/def2-TZVPD

Output
E_LUMO   1.70 eV
Molecular weight   1141.7 g mol⁻¹
Orbital gap   4.940 eV
Charge   -1

Last column: Löwdin charge in e.
CARTESIAN COORDINATES (ANGSTROEM)
Cs  -0.1503  -0.0323  0.6238  0.99
Te  2.3470  1.8421  -1.5739  0.78
S  1.5889  -5.2197  0.4111  0.60
S  0.5438  -1.5746  5.9741  1.06
O  -2.0193  -3.1690  1.6275  0.04
O  -0.8988  -3.2542  -0.7185  -0.15
O  0.8042  -1.3727  -1.3538  -0.29
N  -2.3432  1.3766  -0.6789  0.03
N  -3.8814  2.9523  -1.4043  0.15
N  -3.1140  3.0304  0.7759  0.13
N  2.9276  -3.0617  1.1199  0.03
N  -3.1686  -5.0815  1.4140  -0.15
N  3.4706  -4.0292  -0.9102  -0.01
N  -0.4547  -3.0814  3.9487  0.10
N  1.7174  -2.1613  3.7540  -0.01
N  2.5984  -1.4286  4.4362  0.01
N  1.2008  -2.1486  -3.4301  -0.14
C  -2.3040  -4.1409  0.9590  -0.40
C  2.1817  -1.0262  5.5871  -0.61
C  0.5909  -2.3312  4.3776  -0.68
C  -2.8116  3.7239  3.0308  -0.24
C  -7.2136  5.4579  -1.1961  -0.11
C  3.5692  -1.0252  7.6508  -0.11
C  6.4200  2.8145  -0.3503  -0.04
C  -4.4482  4.6006  -3.6498  -0.04
C  -5.3055  4.6055  -2.4150  -0.21
C  -2.5406  -1.0752  -4.0513  -0.11
C  -3.5616  5.0071  2.7543  -0.06
C  -1.9403  1.5066  2.2965  -0.25
C  -2.4614  0.6244  -1.8187  -0.30
C  4.3543  2.3737  0.9464  -0.12
C  4.5085  -3.0674  -1.2012  -0.18
C  5.0872  2.4476  -0.3552  -0.34
C  -4.7116  -0.2175  -1.0671  -0.03
C  2.7181  -4.0119  0.2135  -0.88
C  -3.7039  -4.9409  2.7500  -0.04
C  -4.9873  3.7717  -1.3253  -0.21
C  -1.6273  2.3447  4.6003  -0.14
C  0.5862  -2.1842  -2.2333  -0.44
C  -0.3599  -3.3552  -2.0013  -0.15
C  0.9456  -3.0319  -4.5375  -0.05
C  5.1894  2.1569  -2.7254  -0.34
C  -3.5920  -1.0456  -3.1460  -0.07
C  -3.5730  -0.2148  -2.0415  -0.21
C  6.5236  2.5212  -2.6985  -0.05
C  4.4216  2.1503  -1.5535  -0.57
C  -2.3077  3.5120  4.3047  -0.10
C  -6.9247  4.6077  -0.1423  -0.10
C  4.6107  1.7654  -4.0541  -0.11
C  -3.0904  2.3760  -0.3886  -0.37
C  -1.6939  -4.3647  -0.4153  -0.16
C  -1.4475  -0.2516  -3.8358  -0.10
C  4.1522  -1.7483  -0.5242  -0.15
C  -3.5904  -6.2685  0.7210  -0.05
C  -6.4134  5.4317  -2.3281  -0.06
C  -1.4081  0.5873  -2.7419  -0.03
C  7.1588  2.8880  -1.5203  -0.30
C  2.1214  -1.0820  -3.7490  -0.08
C  -2.5873  2.7311  2.0650  -0.25
C  2.9483  -0.1825  6.5347  -0.25
C  8.5836  3.3641  -1.5306  -0.07
C  3.9074  -2.0093  0.9584  -0.16
C  -5.8297  3.7661  -0.2082  -0.04
C  -1.4763  1.3784  3.6201  -0.22
H  -3.2383  -5.6594  3.4299  0.10
H  4.9963  2.6636  1.7765  0.07
H  3.7332  0.3299  5.9773  0.11
H  -0.6176  -0.2488  -4.5311  0.10
H  3.5250  1.7181  -3.9930  -0.02
H  4.2398  -1.7674  7.2230  0.08
H  2.7934  -1.5410  8.2126  0.06
H  -3.4054  4.8015  -3.4011  0.09
H  4.5755  -2.9433  -2.2857  0.11
H  4.9508  -1.0184  -0.6649  0.12
H  3.5331  -1.1117  1.4575  0.11
H  -5.2657  -1.1523  -1.1334  0.07
H  8.9194  3.5991  -0.5216  0.06
H  -1.0757  -5.2785  -0.3888  0.10
H  9.2455  2.6048  -1.9509  0.07
H  -1.3508  -2.7673  4.2955  0.09
H  -4.7844  5.3586  -4.3548  0.07
H  -3.5899  5.6128  3.6602  0.07
H  8.6748  4.2639  -2.1426  0.07
H  -4.3301  -0.0983  -0.0545  0.08
H  -7.5593  4.5859  0.7347  0.10
H  -1.2250  2.2035  5.6005  0.08
H  -5.6251  3.0841  0.6028  0.11
H  3.4825  3.0273  0.9313  0.04
H  3.1241  -1.4849  -3.9046  0.09
H  1.8019  -0.5737  -4.6603  0.09
H  2.2794  0.5674  6.9638  0.11
H  4.8464  -2.3063  1.4482  0.12
H  -4.4535  -1.6829  -3.3070  0.10
H  -3.5663  3.9301  0.7285  0.10
H  2.1466  -0.3368  -2.9309  -0.05
H  4.1331  -0.3944  8.3353  0.07
H  0.3925  -2.5038  -5.3212  0.09
H  -4.5953  4.8226  2.4487  0.07
H  7.0852  2.5351  -3.6274  0.11
H  -3.2156  -7.1628  1.2274  0.10
H  -0.5493  1.2255  -2.5859  0.07
H  -8.0608  6.1273  -1.1470  0.09
H  6.8964  3.0652  0.5920  0.10
H  -3.4912  -3.9302  3.0903  0.08
H  0.3792  -3.9065  -4.2391  0.08
H  5.4855  -3.4274  -0.8412  0.12
H  -3.2359  -6.2740  -0.3031  0.08
H  -0.4742  -3.2421  2.9459  0.07
H  -4.4942  3.6310  -4.1500  0.08
H  3.2344  -1.3551  -0.9623  0.08
H  4.9826  0.7842  -4.3541  0.07
H  -4.6842  -6.3074  0.7151  0.09
H  3.3588  -4.8386  -1.4991  0.11
H  -3.0781  5.6011  1.9740  0.08
H  -4.7828  -5.1060  2.7338  0.09
H  2.3525  -3.0185  1.9605  0.08
H  0.2085  -4.2962  -2.0942  0.11
H  3.9975  1.3568  1.1214  0.05
H  -5.4027  0.6045  -1.2676  0.08
H  -3.5481  2.7384  -2.3314  0.13
H  -6.6568  6.0700  -3.1678  0.10
H  -2.4807  -4.4794  -1.1812  0.14
H  4.8919  2.4816  -4.8245  0.07
H  -1.1722  -3.3408  -2.7473  0.13
H  -2.5771  -1.7326  -4.9120  0.09
H  -2.4461  4.2691  5.0688  0.09
H  1.9019  -3.3594  -4.9549  0.09
H  -0.9695  0.4541  3.9009  0.04

<B>
Molecular formula: C47H64CsN10O3S2Te
Method: DFT, ωB97M-V/def2-TZVPD

Output
E_LUMO   1.47 eV
Molecular weight   1141.7 g mol⁻¹
Orbital gap   4.484 eV
Charge   -1

Last column: Löwdin charge in e.
CARTESIAN COORDINATES (ANGSTROEM)
Cs  0.6088  -0.9421  1.1596  0.78
Te  2.3421  -1.1226  -2.3949  0.70
S  -2.3897  -3.7760  4.8932  1.06
S  3.0918  -0.8345  3.7434  0.51
O  -2.8786  -1.7711  0.7844  0.04
O  1.1739  -3.2550  -0.0758  -0.26
O  -1.3410  -3.5902  -0.2983  -0.13
N  0.1098  -3.6218  4.4165  0.01
N  -0.3331  1.8218  -1.3365  0.19
N  1.5791  1.0428  4.8247  0.02
N  -2.4646  -1.3935  3.5628  0.09
N  -1.3817  3.8927  -0.8077  0.14
N  0.0718  2.8119  0.7231  0.10
N  -0.4380  -2.5473  3.7891  -0.03
N  -4.4612  -1.8841  -0.8191  -0.15
N  1.3501  -1.0783  5.6969  0.00
N  1.7510  -5.3836  -0.6076  -0.13
C  -0.3323  5.3307  2.1845  -0.05
C  0.2006  -0.7129  6.5061  -0.17
C  -3.2770  5.8432  -1.4615  -0.04
C  -0.7425  -4.3703  5.0249  -0.62
C  -3.3245  -2.3126  -0.2079  -0.44
C  -0.8089  1.8257  -2.6618  -0.23
C  0.9256  6.6992  -1.5847  -0.09
C  5.2719  -2.5441  -3.0068  -0.14
C  -0.3888  -5.6360  5.7305  -0.25
C  -2.7461  2.9888  3.8507  -0.14
C  3.1620  -5.1092  -0.3779  -0.02
C  -0.8919  -6.8732  4.9859  -0.11
C  -1.9266  0.6493  -4.4366  -0.05
C  -1.0935  4.0716  2.4943  -0.25
C  -1.3419  7.4048  -1.8752  -0.06
C  0.4560  1.5773  5.5788  -0.16
C  -4.9797  -2.4710  -2.0375  -0.05
C  0.8704  -4.3654  -0.4653  -0.44
C  -0.5746  -4.6042  -0.8881  -0.12
C  6.1930  -0.7609  -4.4828  -0.04
C  5.0020  1.2285  -4.9907  -0.04
C  -1.3932  1.5917  2.2984  -0.10
C  -1.4671  0.6822  -3.1280  -0.21
C  1.3799  -6.7206  -1.0163  -0.05
C  2.7349  1.6964  -4.0696  -0.13
C  -1.8071  6.1497  -1.5082  -0.22
C  3.9777  -0.4368  -3.5551  -0.58
C  0.0149  7.6926  -1.9097  -0.11
C  0.4846  5.4368  -1.2243  -0.04
C  -0.5246  0.4576  5.8664  -0.16
C  -1.7338  1.7155  -5.3039  -0.11
C  5.1371  -1.2156  -3.6949  -0.34
C  6.1443  0.4541  -5.1465  -0.30
C  7.2882  0.9275  -6.0054  -0.07
C  -0.5199  2.8040  -0.5364  -0.38
C  -2.0648  4.1361  3.4895  -0.10
C  -1.7217  -2.4531  3.9586  -0.71
C  -1.6218  -0.4979  -2.2257  -0.05
C  3.9323  0.8094  -4.2090  -0.33
C  1.9285  -0.2535  4.8040  -0.92
C  -0.5838  2.8814  -3.5513  -0.03
C  -0.8560  2.8296  1.8808  -0.27
C  -0.8785  5.1578  -1.1680  -0.24
C  -2.3864  1.7701  3.2874  -0.22
C  -5.0170  -0.5979  -0.4280  -0.03
C  -2.6328  -3.5225  -0.8257  -0.14
C  -1.0477  2.8320  -4.8569  -0.10
H  3.7398  -5.4684  -1.2306  0.09
H  -3.2148  -4.4316  -0.5979  0.14
H  4.4774  -3.2209  -3.3298  0.04
H  -5.0904  0.0493  -1.3051  0.09
H  1.1970  4.6623  -0.9744  0.12
H  -3.8652  6.7390  -1.6575  0.07
H  -6.0281  -2.1918  -2.1378  0.09
H  -0.6000  -7.7854  5.5065  0.07
H  -0.2632  5.9522  3.0802  0.07
H  0.6987  -5.6533  5.8071  0.11
H  2.5111  1.8692  -3.0137  0.05
H  -0.0271  2.3458  4.9746  0.11
H  -2.0731  -0.2146  -1.2741  0.07
H  1.9885  6.9000  -1.6180  0.10
H  -2.1275  3.6086  -1.4306  0.13
H  -1.9795  -6.8642  4.9025  0.06
H  1.5210  -2.0514  5.4974  0.08
H  -2.4275  -0.2450  -4.7918  0.10
H  -3.4084  -1.5897  3.2707  0.09
H  -2.0626  8.1722  -2.1338  0.10
H  7.0815  -1.3795  -4.5768  0.10
H  -2.2319  -1.2597  -2.7126  0.06
H  -3.5554  5.4419  -0.4846  0.08
H  -2.9265  0.9135  3.6870  0.05
H  4.9420  2.1921  -5.4897  0.11
H  -0.7917  -5.6237  6.7465  0.10
H  0.3558  8.6787  -2.1957  0.09
H  -0.8235  5.9237  1.4153  0.07
H  -0.0065  3.7314  -3.2246  0.10
H  -1.3214  0.8162  6.5186  0.12
H  -3.5547  5.0944  -2.2102  0.08
H  6.2416  -2.9979  -3.2211  0.06
H  -0.4764  -6.9030  3.9785  0.08
H  0.5818  -6.7107  -1.7569  0.08
H  -6.0113  -0.7177  0.0085  0.09
H  1.9729  1.5966  4.0827  0.12
H  -2.5927  -3.4195  -1.9161  0.12
H  0.8103  2.0329  6.5114  0.12
H  1.8426  1.2197  -4.4788  0.06
H  6.9820  1.0445  -7.0479  0.07
H  0.6713  5.1111  1.8306  0.07
H  5.1545  -2.4368  -1.9268  0.05
H  -0.9704  0.1467  4.9219  0.08
H  -0.4588  -1.5816  6.5726  0.11
H  -3.5256  3.0345  4.6071  0.09
H  0.5207  -0.4587  7.5233  0.11
H  -4.3553  -0.1343  0.3000  0.09
H  1.0678  -7.3383  -0.1678  0.09
H  2.2446  -7.1944  -1.4786  0.09
H  -0.6062  -4.5294  -1.9873  0.15
H  -2.2761  5.0862  3.9697  0.10
H  -0.6349  -0.9213  -2.0185  0.01
H  -2.0862  1.6583  -6.3259  0.09
H  8.1161  0.2179  -5.9786  0.06
H  2.8900  2.6557  -4.5693  0.07
H  -0.8473  3.6580  -5.5285  0.10
H  -4.4470  -2.1200  -2.9276  0.09
H  7.6654  1.8957  -5.6677  0.07
H  -1.9919  -0.7500  2.9228  0.02
H  -0.9497  -5.5933  -0.5978  0.13
H  3.5181  -5.5997  0.5317  0.09
H  3.2924  -4.0332  -0.2889  0.08
H  -4.9334  -3.5581  -1.9992  0.09
H  0.6479  1.9734  0.7503  0.06

Relative energies in eV: <A> 0.158; <B> 0.000

<A>
Molecular formula: C3H4N2S2
Method: DFT, ωB97M-V/def2-TZVPD

Output
E_LUMO (alpha / beta)   -1.10 / -1.19 eV
Molecular weight   132.2 g mol⁻¹
Orbital gap (alpha / beta)   7.202 / 6.630 eV
Charge   0

Last column: natural (NBO) charge in e.
CARTESIAN COORDINATES (ANGSTROEM)
S  -2.8614  1.7418  2.0092  0.28
S  0.5295  0.6499  2.2725  0.16
N  -0.6279  -0.4707  -0.3987  -0.39
N  1.1648  0.1576  0.8346  -0.68
C  -1.6434  -0.3157  0.3942  -0.13
C  0.4157  0.4863  -0.3740  -0.10
C  -2.0197  0.7009  1.2228  -0.14
H  0.0948  1.5380  -0.3063  0.19
H  -2.3166  -1.1749  0.4462  0.24
H  1.0621  0.3281  -1.2400  0.20
H  1.4669  -0.8170  0.8298  0.39

<B>
Molecular formula: C3H4N2S2
Method: DFT, ωB97M-V/def2-TZVPD

Output
E_LUMO   0.71 eV
Molecular weight   132.2 g mol⁻¹
Orbital gap   10.012 eV
Charge   0

Last column: natural (NBO) charge in e.
CARTESIAN COORDINATES (ANGSTROEM)
S  -2.7540  -0.5473  0.1023  0.24
S  2.6679  -0.5366  -0.0554  0.04
N  -0.8405  1.1857  0.0208  -0.25
N  -1.1367  -0.1022  0.0364  -0.32
C  0.4488  1.2792  -0.0123  -0.03
C  -0.0389  -0.8949  0.0130  -0.03
C  1.0341  -0.0178  -0.0131  -0.34
H  0.9338  2.2566  0.0290  0.22
H  2.9062  -0.3692  1.2479  0.12
H  -0.1046  -1.9792  -0.2006  0.24
H  -3.1162  -0.2744  -1.1678  0.11

Relative energies in eV: <A> 2.183; <B> 0.000